{
  "formula": "C64H141N5O27",
  "method": "the ωB97M-V functional and the def2-TZVPD basis",
  "homo_ev": [0.245, -7.410],
  "total_charge": -1,
  "largest_force_ha_per_bohr": 0.1551,
  "s_squared": 0.75,
  "orbital_gap_ev": [1.545, 9.186],
  "multiplicity": 2,
  "symbols": ["O", "O", "O", "O", "O", "O", "O", "O", "O", "O", "O", "O", "O", "O", "O", "O", "O", "O", "O", "O", "O", "O", "O", "O", "O", "O", "O", "N", "N", "N", "N", "N", "C", "C", "C", "C", "C", "C", "C", "C", "C", "C", "C", "C", "C", "C", "C", "C", "C", "C", "C", "C", "C", "C", "C", "C", "C", "C", "C", "C", "C", "C", "C", "C", "C", "C", "C", "C", "C", "C", "C", "C", "C", "C", "C", "C", "C", "C", "C", "C", "C", "C", "C", "C", "C", "C", "C", "C", "C", "C", "C", "C", "C", "C", "C", "C", "H", "H", "H", "H", "H", "H", "H", "H", "H", "H", "H", "H", "H", "H", "H", "H", "H", "H", "H", "H", "H", "H", "H", "H", "H", "H", "H", "H", "H", "H", "H", "H", "H", "H", "H", "H", "H", "H", "H", "H", "H", "H", "H", "H", "H", "H", "H", "H", "H", "H", "H", "H", "H", "H", "H", "H", "H", "H", "H", "H", "H", "H", "H", "H", "H", "H", "H", "H", "H", "H", "H", "H", "H", "H", "H", "H", "H", "H", "H", "H", "H", "H", "H", "H", "H", "H", "H", "H", "H", "H", "H", "H", "H", "H", "H", "H", "H", "H", "H", "H", "H", "H", "H", "H", "H", "H", "H", "H", "H", "H", "H", "H", "H", "H", "H", "H", "H", "H", "H", "H", "H", "H", "H", "H", "H", "H", "H", "H", "H", "H", "H", "H", "H", "H", "H", "H", "H", "H", "H", "H", "H"],
  "coordinates": [[4.504, 3.753, -1.974], [6.314, 0.263, -3.067], [-1.703, 1.949, 2.922], [-5.180, -4.940, -2.665], [-5.105, 3.596, -8.255], [-5.402, -0.826, 2.861], [-6.175, -4.933, -5.327], [-5.284, 2.820, -5.193], [-6.214, -4.891, 0.085], [-3.112, -1.529, -1.325], [9.124, 1.802, -1.289], [4.079, -4.984, 6.943], [-5.943, -2.184, 5.487], [-6.790, -4.780, 6.529], [6.966, 3.222, 2.495], [5.355, 5.696, 3.524], [2.378, 3.304, -3.936], [1.967, -3.657, 5.122], [3.265, 0.456, 0.245], [2.587, -2.988, 2.215], [-2.467, 2.149, -3.868], [2.918, 2.394, -6.570], [-3.070, 1.868, 5.460], [4.253, -1.704, -3.931], [-0.158, 3.676, 0.803], [4.406, 7.469, 1.357], [0.092, -0.892, -1.194], [-8.704, -0.719, -1.345], [0.347, -4.799, -2.898], [-6.074, 2.227, -0.504], [3.523, 1.054, 4.418], [7.519, -1.996, 0.544], [5.509, 4.413, -1.213], [4.949, 7.866, 2.651], [-2.062, 0.924, 5.152], [-4.362, -5.211, -1.488], [-2.625, -2.087, -0.126], [-0.950, 2.735, 0.146], [7.342, 4.187, 3.401], [6.161, 4.755, 4.229], [3.571, 1.806, 3.524], [-4.443, 2.353, -8.426], [-5.311, 1.794, 0.282], [-4.336, 1.310, 1.196], [-6.215, 3.637, -7.294], [-7.343, -2.483, 5.732], [-4.665, 3.172, -3.888], [4.427, -0.372, -4.364], [2.265, -0.570, -0.063], [3.288, 6.650, 1.381], [2.816, -4.464, 7.301], [3.998, -6.139, 6.071], [3.148, 4.108, -1.872], [-2.238, 1.831, -5.263], [3.901, -3.239, 2.705], [7.112, -2.320, -0.548], [-0.558, 2.706, 3.079], [-7.094, -6.166, 6.375], [5.990, 6.881, 3.124], [1.667, 3.094, -6.312], [4.930, 0.587, -3.305], [-5.844, 3.927, -5.867], [-5.709, -0.793, 5.383], [0.994, -3.539, 4.115], [-0.548, 3.954, 2.137], [-7.586, -1.021, -1.335], [10.233, 1.484, -0.510], [-0.906, -0.476, -2.152], [0.486, -4.822, -1.768], [3.878, -2.666, -4.909], [2.177, 3.151, -2.532], [4.521, -0.023, 0.600], [-6.140, -1.431, -1.324], [6.602, -2.722, -1.796], [8.103, 2.513, 2.040], [-5.815, -2.129, 2.412], [3.656, 2.729, 2.432], [-5.144, -5.748, -0.329], [8.343, 0.712, -1.769], [-7.225, -4.587, -6.191], [0.601, -4.783, -0.314], [-3.760, 2.012, -3.371], [-4.540, -4.090, -3.630], [1.339, 2.798, -4.817], [-6.093, -0.234, 3.976], [3.244, 2.407, -7.976], [6.954, 1.211, -2.160], [1.207, -0.022, -1.034], [-2.051, -1.459, -2.345], [-1.865, 0.749, 3.655], [-6.907, -5.558, 1.079], [-7.481, -4.023, 5.549], [1.514, -2.540, 3.085], [-3.390, 1.863, 6.851], [1.694, -4.458, 6.247], [-5.571, -3.728, -4.726], [6.340, 1.185, -1.260], [-8.168, -6.316, 6.269], [8.572, 2.004, 2.882], [0.423, -5.758, 0.138], [-5.186, -3.039, -5.479], [0.176, 4.664, 2.537], [-1.963, 3.124, 0.047], [0.651, -2.194, 2.516], [-6.258, -0.329, 6.202], [0.850, 2.842, -6.987], [4.717, 2.832, 2.204], [0.244, 1.976, 2.973], [-8.536, -4.284, 5.629], [3.502, 3.449, -8.162], [0.078, -3.092, 4.502], [2.480, 7.074, 1.979], [-0.930, 1.774, 0.660], [-6.837, -3.900, -6.942], [-8.056, -4.020, -5.770], [3.429, -7.019, 6.371], [6.235, -3.747, -1.755], [5.477, 8.811, 2.518], [-6.841, -2.158, 2.046], [1.404, -5.447, 5.894], [1.483, -4.239, 0.025], [-5.598, -1.093, -2.208], [-4.190, -3.134, -3.242], [-6.334, -3.221, -4.136], [-4.519, 1.749, -7.522], [3.792, -5.939, 5.020], [-2.008, -2.972, -0.286], [8.221, -0.042, -0.991], [-3.643, -4.578, -4.011], [-6.379, -5.421, 2.023], [2.594, 2.181, -2.262], [2.933, -2.513, -5.431], [4.812, 1.605, -3.677], [3.164, 2.409, 1.514], [-2.057, -1.449, 0.550], [-3.871, -4.299, -1.148], [1.366, 1.718, -4.673], [-5.895, -2.476, -1.136], [-2.496, 1.880, 7.475], [-7.166, -0.265, 3.787], [-0.432, -0.401, -3.131], [-1.464, 4.544, 2.101], [1.736, -0.848, 0.849], [10.855, 0.738, -1.004], [4.958, -6.654, 6.119], [6.475, 3.926, -1.341], [-4.288, 0.225, 1.098], [-5.647, -0.890, -0.517], [-7.135, -6.619, 0.981], [5.247, 0.782, 0.717], [8.150, 3.869, 4.060], [-4.674, -0.536, 5.608], [2.921, -3.455, 7.700], [-2.534, -1.127, -3.264], [-4.023, 1.030, 7.157], [4.099, 8.073, 3.300], [1.795, 4.172, -6.412], [5.176, -0.400, -5.156], [-5.516, 3.321, -3.223], [-6.873, -6.665, 7.319], [-1.177, 1.852, -5.513], [-5.118, 4.736, -5.946], [1.705, 0.176, -1.983], [6.774, 6.766, 2.376], [-3.665, 1.995, -2.285], [-2.802, 0.381, 3.238], [-1.663, -2.460, -2.537], [4.890, -0.790, -0.080], [-7.574, -5.484, -6.702], [-7.973, -1.940, 5.028], [-4.985, 1.848, -9.225], [5.532, 3.973, 4.655], [2.471, 2.146, -8.699], [2.980, 5.125, -2.226], [6.931, 2.244, -2.508], [4.669, -2.817, -5.644], [-7.705, -2.085, 6.680], [-3.388, 2.452, -8.682], [6.462, 7.377, 3.972], [-5.775, 0.807, 3.920], [3.447, 5.603, 1.639], [2.874, 4.171, -0.819], [-3.384, 1.826, 1.065], [4.515, -0.529, 1.566], [2.684, -1.474, -0.505], [3.870, -4.069, 3.411], [5.662, 5.481, -1.362], [1.146, 3.311, -2.216], [4.362, 0.332, -2.410], [5.293, 4.296, -0.151], [-0.712, 2.557, -0.902], [8.792, 3.141, 1.476], [5.803, -2.095, -2.192], [3.594, 0.103, -4.882], [-3.906, 2.786, 7.114], [0.765, -4.098, 6.689], [-2.740, 2.624, -5.816], [-4.101, 4.100, -3.984], [-7.850, -5.057, 1.299], [10.879, 2.358, -0.425], [6.496, 5.278, 5.125], [-3.411, -2.464, 0.528], [-5.497, -6.754, -0.559], [-0.243, -4.197, 0.051], [4.550, -3.631, 1.922], [-1.188, 1.341, 5.652], [-5.733, -2.955, 3.119], [-4.067, 1.027, -3.723], [-2.313, -0.078, 5.499], [-6.816, 4.500, -7.577], [8.827, 0.257, -2.633], [4.104, 1.769, -8.181], [7.439, -2.668, -2.493], [-4.492, -6.001, 0.508], [4.362, -2.377, 3.187], [-1.335, 0.518, -2.024], [0.795, -4.539, 3.729], [-7.027, -4.194, 4.573], [0.892, 0.974, -0.722], [7.618, 1.724, 1.465], [3.013, 6.764, 0.333], [2.456, -5.087, 8.119], [-6.738, 4.278, -5.352], [0.387, 3.273, -4.578], [1.693, -1.557, 3.522], [-5.215, -2.509, 1.586], [-4.677, 1.553, 2.202], [9.843, 1.205, 0.469], [-6.787, 2.709, -7.292], [3.308, 3.699, 2.787], [7.857, 4.991, 2.876], [-6.539, -6.685, 5.593], [-2.665, 0.884, -5.594], [-1.248, -0.009, 3.173], [3.887, -3.587, -4.325], [-0.502, 3.012, 4.124], [-3.512, -5.849, -1.730]],
  "atomic_forces_ev_per_a": [[0.843, -0.681, -1.059], [0.668, 1.180, 0.319], [-1.823, 0.401, -0.673], [0.665, 0.436, 0.716], [-0.475, 0.712, 1.203], [-0.105, -1.023, 0.403], [0.729, 1.385, 0.889], [1.096, -0.019, 0.680], [0.730, -0.943, -1.189], [1.444, 0.453, -0.824], [-0.940, 0.791, -0.969], [-0.326, -1.013, -1.430], [-0.818, -0.010, 0.406], [-0.216, -0.247, -0.213], [-0.105, -0.241, 0.068], [-0.238, -0.892, -0.333], [-0.889, 0.503, -1.320], [1.522, 0.511, 0.710], [-1.584, -0.233, -1.129], [-0.866, 0.385, -0.369], [2.469, -0.315, -0.727], [-1.557, -0.340, -1.299], [-0.954, -0.118, 0.109], [-0.736, 0.509, 0.416], [1.084, 0.284, -0.239], [1.800, 1.093, 1.490], [-0.424, 0.091, 0.203], [1.248, -0.294, 0.025], [-0.138, -0.020, -1.435], [2.062, -1.236, 2.154], [0.096, 1.612, -1.811], [-1.984, -1.608, -5.640], [-0.700, -0.260, 0.908], [-0.294, -0.465, -1.817], [0.880, -0.040, -0.161], [0.063, 1.296, -0.643], [0.110, -0.799, 0.950], [-0.953, -0.256, -0.183], [-0.137, 1.555, 1.073], [0.551, 0.431, -0.266], [-0.426, -2.397, 2.218], [-1.126, -0.336, 0.309], [-2.723, 1.876, -3.219], [0.315, -0.126, 0.795], [0.906, -0.445, -0.531], [1.214, -0.788, -0.247], [-1.263, -1.310, -0.635], [0.896, 0.297, -1.415], [-0.481, 0.399, 0.369], [-0.650, 0.299, -1.110], [-0.968, -0.257, -0.258], [1.287, -0.373, 0.433], [-0.343, 1.423, 1.374], [-0.998, 1.102, 0.650], [-0.624, -0.591, 0.876], [2.165, 2.095, 7.384], [0.030, 0.133, 0.468], [-0.042, 0.190, 1.000], [-0.597, 0.521, 0.882], [1.514, -0.229, 1.848], [0.565, -1.738, -0.166], [0.907, 0.028, 0.112], [-0.383, -0.039, -0.725], [0.735, 0.377, 0.045], [0.577, -0.881, 0.230], [0.139, -0.587, -0.144], [-0.081, -0.090, -0.070], [0.528, -0.189, 0.093], [0.252, 0.037, 1.458], [0.952, -0.314, 0.735], [2.030, -0.191, -0.949], [0.387, -1.071, 0.737], [-0.201, 0.913, 0.391], [-0.248, -0.597, -1.635], [-1.354, -0.905, -0.005], [-0.295, -0.457, 0.096], [0.555, 0.741, -0.399], [-0.311, -0.658, -0.345], [0.064, 0.180, -0.068], [0.532, 0.435, -0.735], [-0.658, 0.327, 0.071], [-0.446, 0.505, -1.360], [-0.401, -0.759, -0.669], [1.234, 0.222, -0.025], [0.546, -0.401, -0.043], [0.403, 1.059, 0.801], [-0.977, -1.007, 0.304], [0.285, 0.813, -0.489], [-0.542, -0.113, 0.785], [-1.481, 0.820, -1.355], [-0.893, 0.862, 2.032], [0.339, 1.411, 0.527], [0.478, -0.230, -0.048], [0.214, 0.493, -0.197], [-0.553, 0.077, -0.696], [-0.608, -1.850, 1.089], [-0.085, 0.320, 0.264], [-0.199, 0.051, -0.453], [0.411, 0.187, 0.123], [0.577, -0.056, -0.084], [0.227, -0.140, -0.161], [0.363, -0.168, -0.104], [-0.520, -0.140, 0.441], [-0.076, -0.917, -1.077], [-0.439, 0.631, -0.177], [-0.019, -0.613, 0.032], [0.104, 0.175, -0.081], [1.010, 0.575, -0.595], [-0.229, -0.027, -0.522], [0.314, 0.078, -0.568], [-0.415, -0.121, 0.216], [-0.120, -0.013, 0.299], [-0.244, -0.069, -0.043], [0.108, 0.049, -0.531], [-0.176, -0.311, 0.712], [-1.200, 0.574, 0.608], [0.071, -0.046, 0.058], [-0.078, 0.128, -0.333], [-0.327, 0.462, 0.016], [0.356, -0.531, 0.092], [0.197, -0.438, 0.016], [-0.377, -0.069, -0.183], [-0.145, 0.159, 0.587], [-0.465, 0.217, -0.283], [0.100, -0.075, 0.081], [-0.216, 0.482, 0.143], [0.224, -0.055, -0.345], [0.174, -0.087, 0.060], [0.041, -0.280, -0.288], [0.419, -0.403, 0.330], [-0.682, -0.505, 0.251], [-0.155, 0.274, 0.306], [-0.118, 0.123, 0.335], [-0.286, -0.129, 0.281], [0.291, 0.635, -0.415], [-0.146, 0.514, -0.135], [-0.676, -0.226, -0.104], [-0.738, -0.161, -0.199], [0.316, -0.284, -0.037], [-0.193, -0.119, 0.089], [0.266, -0.155, -0.324], [-0.642, -0.542, 0.380], [0.236, -0.156, 0.194], [-0.039, -0.519, 0.285], [0.625, 0.724, -0.162], [-0.232, -0.179, -0.468], [0.390, 0.118, 0.149], [-0.148, 0.111, 0.117], [0.301, -0.129, -0.688], [-0.209, 0.243, -0.417], [-0.181, -0.664, 0.528], [0.234, -0.577, -0.330], [0.414, 0.029, -0.204], [-0.282, 0.037, 0.034], [0.054, -0.258, -0.166], [0.169, -0.401, 0.520], [0.337, 0.238, -0.087], [0.455, 0.108, -0.222], [0.136, 0.110, 0.363], [0.372, 0.145, 0.062], [-0.019, -0.024, 0.520], [0.172, 0.351, 0.400], [0.017, -0.308, -0.514], [-0.187, -0.244, -0.319], [-0.281, 0.218, -0.025], [-0.578, 0.063, 0.376], [0.081, -0.211, 0.198], [0.149, 0.175, -0.437], [-0.051, 0.003, 0.227], [-0.073, -0.371, -0.595], [0.302, -0.440, -0.188], [-0.241, -0.179, -0.618], [-0.559, -0.290, 0.448], [0.046, 0.212, -0.454], [0.238, -0.118, -0.527], [0.180, 0.365, -0.327], [0.447, -0.303, 0.615], [-0.122, 0.449, -0.050], [0.327, -0.089, 0.534], [-0.117, 0.138, 0.256], [0.250, 0.041, 0.095], [-0.105, -0.222, 0.478], [0.030, -0.296, -0.121], [-0.240, -0.076, 0.338], [0.446, 0.029, 0.110], [-0.025, 0.146, 0.436], [-0.425, 0.174, -0.564], [0.015, 0.033, 0.075], [-0.186, 0.707, 0.437], [-0.185, 0.035, 0.350], [0.931, 0.368, 0.074], [0.018, -0.065, -0.100], [0.065, 0.160, 0.170], [-0.832, -0.348, 0.319], [-0.186, 0.038, -0.423], [-0.060, 0.223, 0.633], [0.056, -0.077, -0.489], [0.210, -0.039, -0.025], [-0.214, 0.169, -0.532], [-0.280, 0.242, 0.091], [0.754, 0.072, 0.086], [-0.613, 0.148, -0.435], [-0.739, -0.057, -0.444], [-0.175, 0.222, 0.045], [-0.320, 0.505, -0.546], [0.571, -0.642, 0.055], [0.149, 0.459, 0.656], [-0.997, -0.056, 0.201], [0.106, -0.114, 0.492], [-0.145, -0.251, -0.418], [0.135, -0.115, -0.185], [-0.011, 0.031, 0.391], [-0.124, -0.102, -0.315], [0.520, 0.670, 0.240], [-0.058, 0.147, -0.005], [0.159, 0.271, 0.782], [-0.283, 0.023, -0.500], [-0.382, -0.402, -0.293], [-0.188, 0.068, 0.420], [0.691, -0.027, -0.610], [-0.719, -0.743, -0.013], [-0.430, -0.063, 0.231], [-0.189, 0.143, 0.161], [-0.236, -0.236, 0.204], [1.031, -0.138, 0.806], [0.330, 0.783, -0.117], [0.104, -0.172, 0.063], [0.650, -0.489, 0.253], [-0.174, -0.093, -0.486], [-0.114, 0.053, -0.222], [-0.157, 0.542, -0.274], [0.014, 0.306, -0.306], [-0.125, -0.267, 0.347], [1.123, -0.290, 1.252], [-0.572, -0.131, -0.223], [0.148, 0.616, 0.208], [-0.154, -0.519, -0.122]],
  "lowdin_spin": [0.00, 0.00, 0.00, 0.00, 0.00, 0.01, 0.00, 0.00, 0.01, 0.01, 0.00, 0.00, 0.03, 0.01, 0.00, 0.00, 0.00, 0.02, 0.00, 0.01, 0.00, 0.00, 0.00, 0.00, 0.00, 0.00, 0.00, 0.00, 0.00, 0.00, 0.00, 0.00, 0.00, 0.00, 0.01, 0.01, 0.04, 0.00, 0.00, 0.00, 0.00, 0.00, 0.00, 0.00, 0.00, 0.00, 0.00, 0.00, 0.00, 0.00, 0.00, 0.01, 0.00, 0.00, 0.01, 0.00, 0.00, 0.02, 0.00, 0.00, 0.00, 0.00, 0.01, 0.08, 0.00, 0.00, 0.00, 0.00, 0.03, 0.00, 0.00, 0.00, 0.00, 0.00, 0.00, 0.02, 0.00, 0.04, 0.00, 0.00, 0.08, 0.00, 0.00, 0.00, 0.00, 0.00, 0.00, 0.00, 0.00, 0.01, 0.01, 0.01, 0.02, 0.01, 0.02, 0.00, 0.00, 0.00, 0.00, 0.04, 0.00, 0.00, 0.00, 0.02, 0.00, 0.00, 0.00, 0.00, 0.00, 0.00, 0.04, 0.00, 0.00, 0.00, 0.00, 0.00, 0.00, 0.00, 0.00, 0.01, 0.00, 0.00, 0.00, 0.00, 0.00, 0.00, 0.02, 0.00, 0.00, 0.01, 0.00, 0.00, 0.00, 0.00, 0.02, 0.00, 0.00, 0.00, 0.00, 0.00, 0.00, 0.00, 0.00, 0.00, 0.00, 0.00, 0.00, 0.00, 0.00, 0.00, 0.00, 0.00, 0.00, 0.00, 0.00, 0.00, 0.00, 0.00, 0.00, 0.00, 0.00, 0.00, 0.00, 0.00, 0.00, 0.00, 0.00, 0.00, 0.00, 0.00, 0.00, 0.00, 0.00, 0.00, 0.00, 0.00, 0.00, 0.00, 0.00, 0.00, 0.00, 0.00, 0.00, 0.00, 0.00, 0.00, 0.00, 0.00, 0.00, 0.00, 0.00, 0.00, 0.00, 0.00, 0.00, 0.01, 0.00, 0.00, 0.00, 0.00, 0.00, 0.02, 0.00, 0.03, 0.00, 0.00, 0.01, 0.00, 0.01, 0.00, 0.00, 0.00, 0.00, 0.05, 0.00, 0.00, 0.04, 0.00, 0.00, 0.00, 0.00, 0.00, 0.00, 0.00, 0.00, 0.00, 0.00, 0.00, 0.00, 0.00, 0.00, 0.01, 0.00, 0.01, 0.00, 0.00, 0.01]
}